Entry 1:
{"formula": "C52H49N10O5Rb", "method": "wB97M-V/def2-TZVPD", "species": ["Rb", "O", "C", "C", "C", "C", "C", "C", "C", "N", "C", "C", "N", "C", "C", "C", "C", "C", "C", "C", "O", "H", "H", "H", "H", "H", "H", "H", "H", "H", "H", "H", "H", "H", "H", "C", "O", "C", "C", "C", "C", "C", "C", "N", "C", "N", "C", "C", "C", "C", "C", "C", "O", "C", "N", "C", "C", "C", "C", "C", "C", "O", "C", "H", "H", "H", "H", "H", "H", "H", "H", "H", "H", "H", "H", "H", "H", "H", "H", "H", "H", "H", "H", "H", "H", "C", "C", "N", "C", "C", "C", "C", "C", "C", "C", "C", "N", "C", "N", "H", "H", "H", "H", "H", "H", "H", "H", "H", "N", "C", "C", "N", "C", "H", "H", "H", "H"], "coordinates": [[0.2537, 1.1217, 1.9267], [-1.9809, 1.3694, 3.2202], [-2.8947, 0.6308, 3.6725], [-4.2782, 1.0353, 3.5845], [-5.3151, 0.2897, 4.0777], [-5.0773, -0.9317, 4.7288], [-3.7699, -1.3587, 4.8380], [-2.6800, -0.6415, 4.3330], [-1.3711, -1.2226, 4.5380], [-0.2643, -0.8053, 4.0763], [0.9424, -1.5204, 4.4186], [2.1662, -0.6279, 4.1963], [2.6101, -0.7724, 2.8238], [3.4125, 0.0507, 2.2951], [4.0826, 1.2506, 2.8635], [5.4492, 1.1743, 3.0946], [6.1902, 2.2561, 3.5580], [5.5243, 3.4679, 3.7539], [4.1752, 3.5823, 3.5034], [3.3619, 2.4855, 3.0624], [2.1193, 2.6101, 2.8504], [-4.4698, 1.9862, 3.0964], [-6.3371, 0.6464, 3.9638], [-5.8928, -1.5147, 5.1393], [-3.5677, -2.3042, 5.3368], [-1.3778, -2.1204, 5.1870], [1.0495, -2.3887, 3.7584], [0.9090, -1.8932, 5.4560], [2.9766, -0.9460, 4.8637], [1.9019, 0.4062, 4.4492], [3.6998, -0.1970, 1.2666], [5.9479, 0.2247, 2.9108], [7.2535, 2.1616, 3.7487], [6.0801, 4.3298, 4.1145], [3.6738, 4.5356, 3.6367], [0.1529, -0.0133, -5.3842], [1.2344, 0.6871, -4.8099], [2.4827, 0.4279, -5.2691], [2.7424, -0.0793, -6.5320], [4.0476, -0.2004, -6.9976], [5.1003, 0.1989, -6.1944], [4.8492, 0.6710, -4.9137], [3.5537, 0.7635, -4.4069], [3.3393, 1.2465, -3.1247], [2.5273, 0.6651, -2.1088], [2.1940, -0.6264, -2.3267], [1.2974, -1.4746, -1.6173], [0.6294, -1.0968, -0.4631], [-0.1862, -2.0683, 0.1282], [-0.3304, -3.3472, -0.4002], [0.3344, -3.6947, -1.5745], [1.1442, -2.7523, -2.1838], [1.8348, -2.9992, -3.3819], [1.9984, -4.3418, -3.7505], [2.1646, 1.3222, -1.0818], [2.5509, 2.5940, -0.7215], [1.5626, 3.5349, -0.4234], [1.8815, 4.7950, 0.0551], [3.2041, 5.1432, 0.2680], [4.2078, 4.2260, -0.0097], [3.8915, 2.9706, -0.4983], [4.8512, 2.0336, -0.8123], [6.1056, 2.1695, -0.1773], [-0.6955, 0.1560, -4.7247], [0.3573, -1.0864, -5.4269], [-0.0844, 0.3586, -6.3883], [1.9211, -0.3524, -7.1816], [4.2290, -0.5911, -7.9912], [6.1206, 0.1268, -6.5502], [5.6699, 0.9546, -4.2646], [4.1138, 1.7493, -2.7176], [2.6047, -1.0700, -3.1290], [-0.7353, -1.8223, 1.0383], [-0.9607, -4.0901, 0.0880], [0.2108, -4.6870, -1.9923], [2.6832, -4.3517, -4.5999], [1.0515, -4.8042, -4.0541], [2.4260, -4.9327, -2.9333], [0.5342, 3.2348, -0.5697], [1.0910, 5.4997, 0.2846], [3.4634, 6.1148, 0.6710], [5.2403, 4.4902, 0.1814], [6.5796, 1.1890, -0.2172], [6.0014, 2.4713, 0.8661], [6.7410, 2.8923, -0.7062], [-3.5245, -0.3008, -1.1860], [-3.1325, -0.1455, 0.1375], [-3.4303, -1.0378, 1.0782], [-4.1774, -2.0760, 0.7552], [-4.7016, -2.2937, -0.5270], [-4.3076, -1.3869, -1.5171], [-5.5210, -3.4425, -0.8813], [-6.3685, -4.1761, -0.1353], [-6.9386, -3.9214, 1.1774], [-7.1022, -2.6556, 1.7525], [-7.7823, -2.5770, 2.9455], [-8.2549, -3.6504, 3.5891], [-8.0306, -4.8048, 2.9735], [-7.4390, -5.0026, 1.8090], [-3.2069, 0.4129, -1.9352], [-2.5367, 0.7033, 0.4465], [-4.3512, -2.7992, 1.5470], [-4.6353, -1.5463, -2.5394], [-5.3906, -3.7730, -1.9084], [-6.7365, -5.0948, -0.5793], [-6.7208, -1.7663, 1.2728], [-7.9696, -1.6225, 3.4224], [-8.3913, -5.6925, 3.4875], [-3.1993, 3.9212, -2.0170], [-2.3966, 3.4858, -3.0484], [-1.4532, 2.6900, -2.4649], [-1.6670, 2.6289, -1.1129], [-2.7120, 3.3694, -0.8710], [-4.0059, 4.5098, -2.1011], [-2.5632, 3.7854, -4.0686], [-0.6315, 2.1543, -2.9160], [-3.1532, 3.5305, 0.1011]], "lumo_energy_ev": 3.44, "total_charge": -2}

=====

Entry 2:
{"formula": "C20H17N5Os", "method": "wB97M-V/def2-TZVPD", "species": ["Os", "C", "C", "C", "C", "C", "C", "H", "H", "H", "H", "H", "H", "N", "C", "N", "C", "N", "N", "C", "C", "C", "C", "C", "C", "N", "C", "C", "C", "C", "C", "C", "H", "H", "H", "H", "H", "H", "H", "H", "H", "H", "H"], "coordinates": [[-1.0101, 0.5529, -0.1451], [-2.8382, 2.6766, -0.0766], [-3.4405, 2.1219, 1.0679], [-2.6586, 1.7335, 2.1586], [-1.2671, 1.9295, 2.1326], [-0.6645, 2.5844, 1.0248], [-1.4537, 2.9231, -0.1073], [-3.4634, 3.0664, -0.8723], [-4.5205, 2.0650, 1.1323], [-3.1303, 1.3781, 3.0665], [-0.6807, 1.7268, 3.0253], [0.3381, 2.9902, 1.1340], [-1.0443, 3.5587, -0.8898], [3.4753, 1.4993, -1.3090], [2.1551, 1.6439, -1.2189], [1.3599, 0.7509, -0.6704], [1.9188, -0.4340, -0.2197], [1.1240, -1.3803, 0.2212], [-0.1583, -1.2157, 0.2122], [-0.9519, -2.2531, 0.4361], [-2.3203, -2.0819, 0.1015], [-3.2628, -3.1285, 0.0886], [-4.5246, -2.8957, -0.4479], [-4.8171, -1.6359, -0.9469], [-3.8492, -0.6184, -0.8547], [-2.6436, -0.8207, -0.3485], [3.3407, -0.6391, -0.2509], [3.9953, -1.7969, 0.1951], [5.3854, -1.8442, 0.2010], [6.1597, -0.8202, -0.3788], [5.5365, 0.3149, -0.8571], [4.1343, 0.4175, -0.8067], [4.0302, 2.2213, -1.7769], [1.7343, 2.5539, -1.6321], [-0.5306, -3.2082, 0.7508], [-2.9912, -4.1080, 0.4624], [-5.2658, -3.6866, -0.4943], [-5.7748, -1.4252, -1.4089], [-4.0949, 0.3704, -1.2289], [3.4024, -2.6423, 0.5183], [5.8979, -2.6701, 0.6854], [7.2409, -0.9067, -0.4217], [6.1268, 1.1345, -1.2508]], "spin_multiplicity": 5, "lumo_energy_ev": [-14.30, -16.27], "s2": 6.116, "total_charge": 4}

=====

Entry 3:
{"formula": "CH6N3", "method": "wB97M-V/def2-TZVPD", "species": ["C", "N", "N", "N", "H", "H", "H", "H", "H", "H"], "coordinates": [[0.0750, 0.1114, 0.6635], [0.0581, -0.3119, -0.5676], [1.0348, 0.8953, 1.1163], [-1.1897, -0.8988, -0.9262], [-1.1351, -0.0506, 1.0971], [0.9000, -0.3764, -1.2108], [1.9556, 1.0691, 0.8058], [0.8510, 0.9387, 2.1079], [-1.6354, -0.5120, -1.7630], [-0.9697, -1.8390, -1.1204]], "lumo_energy_ev": -3.97, "total_charge": 1, "smiles": "NNC=[NH2+]"}

=====

Entry 4:
{"formula": "C15H27F3INO8Si2", "method": "wB97M-V/def2-TZVPD", "species": ["C", "C", "C", "C", "Si", "O", "Si", "N", "C", "C", "C", "I", "C", "C", "O", "F", "H", "H", "H", "H", "H", "H", "H", "H", "H", "H", "H", "H", "H", "H", "H", "H", "H", "H", "H", "H", "H", "C", "C", "O", "C", "O", "O", "F", "H", "H", "H", "C", "C", "O", "C", "O", "O", "F", "H", "H", "H"], "coordinates": [[-1.3524, 3.5379, -2.1988], [-1.9858, 2.2926, -2.8384], [-1.2423, 1.6678, -4.0643], [0.2163, 2.1252, -4.2687], [-1.3927, -0.2008, -4.0342], [-1.1851, -0.7932, -2.5043], [0.1434, -0.9421, -1.5684], [1.5509, -0.6584, -2.5412], [0.0780, -2.6237, -0.7287], [-0.3888, -2.6603, 0.7521], [0.7791, -2.6167, 1.7448], [0.5824, -1.1784, 3.3102], [0.2092, 0.4944, -0.3440], [-1.0152, 0.8277, 0.4280], [-2.0825, 0.3526, 0.4228], [-0.7819, 1.8477, 1.2922], [-1.8320, 3.7604, -1.2322], [-0.2753, 3.4179, -2.0145], [-1.4657, 4.4294, -2.8375], [-2.1447, 1.5278, -2.0589], [-2.9997, 2.5774, -3.1677], [-1.8103, 1.9718, -4.9658], [0.7532, 1.4871, -4.9866], [0.2640, 3.1645, -4.6380], [0.7936, 2.0857, -3.3336], [-2.7446, -0.6364, -4.4528], [-0.3995, -0.8143, -4.9496], [2.3351, -0.3240, -1.9739], [1.8923, -1.4930, -3.0207], [-0.5864, -3.2546, -1.3441], [1.0837, -3.0733, -0.8013], [-1.0838, -1.8335, 0.9531], [-0.9704, -3.5771, 0.9401], [1.7287, -2.3516, 1.2695], [0.9160, -3.5611, 2.2856], [0.5096, 1.4002, -0.9030], [1.0174, 0.3462, 0.3941], [5.6520, -0.1718, 2.5717], [6.0438, -1.3927, 1.7543], [5.0086, -1.4572, 0.7868], [4.4326, -0.2351, 0.6743], [3.6596, 0.0632, -0.1834], [4.8939, 0.5908, 1.6258], [6.0457, -2.5329, 2.4755], [4.9994, -0.4763, 3.3898], [6.4861, 0.4211, 2.9316], [6.9990, -1.3109, 1.2329], [-3.7519, 0.5240, 3.3316], [-3.4248, 0.0118, 4.7220], [-4.6642, -0.4886, 5.1709], [-5.4424, -0.7769, 4.0878], [-6.4645, -1.3761, 4.1348], [-4.8643, -0.2952, 2.9673], [-3.0083, 0.9925, 5.5592], [-4.0709, 1.5663, 3.3915], [-2.9560, 0.4150, 2.6027], [-2.6872, -0.7929, 4.7512]], "lumo_energy_ev": 0.22, "total_charge": 0, "smiles": "CC[C@@H](C)[SiH2]O[Si@](N)(CCCI)CC(=O)F.O=C1OC[C@@H](F)O1.O=C1OC[C@@H](F)O1"}